No. 1
# C44H48BaClI3N7O2

A structure of composition C44H48BaClI3N7O2 at a distorted geometry (wB97M-V/def2-TZVPD, the OMol25 dataset).

The geometry in XYZ format:
```
106
Properties=species:S:1:pos:R:3:mulliken_charge:R:1
Ba -0.69243 0.45020 0.38798 1.18
Cl -3.21487 -7.43370 0.27024 -0.30
C -2.57170 -5.88184 0.00363 0.49
C -3.14562 -4.71951 0.61142 -0.80
C -2.48271 -3.49555 0.52776 -0.16
I -3.55665 -1.88398 1.46054 0.10
C -1.14980 -3.37261 -0.10443 0.12
O -0.47059 -2.30799 0.06001 -0.31
C -0.72664 -4.52689 -0.90863 -0.13
N 0.23297 -4.39476 -1.85122 -0.20
C 0.75026 -5.50301 -2.37640 -0.50
C 0.28597 -6.76615 -2.09991 -0.58
C -0.88845 -6.97210 -1.38261 -1.12
C -1.35948 -5.79565 -0.75118 1.06
H -4.11689 -4.83527 1.09806 0.35
H 1.53435 -5.28723 -3.06512 0.53
H 0.91535 -7.62171 -2.42530 0.34
H -1.29986 -7.94100 -1.10835 0.38
N 5.32071 -2.34537 3.07435 -0.59
C 5.60760 -2.34642 1.63199 0.08
C 6.61427 -1.17826 1.24475 -1.41
C 6.06162 0.27526 1.20449 0.30
N 5.93360 0.97558 2.55881 -0.58
C 4.73104 0.32580 0.46996 -1.17
C 3.75063 -0.74057 1.03254 0.59
N 3.55029 -0.41238 2.52739 -0.05
C 4.24014 -2.17658 0.90006 -1.06
H 6.14745 -1.99060 3.56005 0.22
H 5.17706 -3.30214 3.41886 0.26
H 4.06546 -1.10986 3.08887 0.64
H 5.94601 -3.35027 1.28012 0.40
H 6.99727 -1.43684 0.29089 0.47
H 7.54276 -1.23713 1.89564 0.40
H 6.76155 0.95944 0.60354 0.29
H 5.99719 1.95015 2.49114 0.22
H 6.63272 0.66139 3.19737 0.19
H 4.87705 0.02653 -0.64422 0.42
H 4.25275 1.29337 0.48313 0.44
H 2.75318 -0.57945 0.53279 -0.48
H 2.50067 -0.35785 2.71003 -0.14
H 4.00036 0.46403 2.80176 0.59
H 4.36391 -2.47756 -0.18325 0.43
H 3.47392 -2.88965 1.27459 0.45
C -2.50826 5.09619 -2.07506 -1.94
C -3.18363 4.83697 -0.74419 1.17
C -3.74029 5.89125 -0.04983 -0.58
C -4.52822 5.68253 1.05143 -0.84
C -4.64975 4.37735 1.59870 -0.78
C -4.15131 3.27317 0.94991 1.03
C -4.25628 1.88849 1.50316 -0.85
C -3.41585 3.46233 -0.28228 -0.51
N -2.74409 2.39567 -0.91140 0.33
C -3.24243 1.79488 -1.94585 1.00
C -4.67152 1.78138 -2.44201 -1.75
C -2.34862 1.03661 -2.89075 -0.12
C -2.62655 1.22724 -4.34200 -1.87
N -1.39228 0.25156 -2.46735 1.03
C -0.64249 -0.65735 -3.29960 -1.04
C 0.79874 -0.47552 -3.45269 1.27
C 1.63987 0.74518 -3.03088 -1.13
C 1.52890 -1.46021 -4.13943 -0.91
C 0.89869 -2.62849 -4.56853 -0.57
C -0.43322 -2.82431 -4.42191 -0.85
C -1.20268 -1.90917 -3.62623 1.58
C -2.62897 -2.30094 -3.33249 -1.69
H -1.92808 5.97990 -1.90631 0.58
H -3.26566 5.25076 -2.85754 0.31
H -1.86333 4.30657 -2.38865 0.26
H -3.54841 6.88089 -0.40893 0.49
H -5.00627 6.62561 1.49631 0.30
H -5.22478 4.11663 2.49544 0.40
H -4.89488 1.85543 2.41401 0.37
H -3.31999 1.33669 1.76964 -0.09
H -4.80605 1.28053 0.76133 0.26
H -5.39181 2.03489 -1.66525 0.47
H -4.94907 0.80941 -2.79582 0.43
H -4.75240 2.47099 -3.31418 0.37
H -3.55531 0.65611 -4.63943 0.31
H -1.77368 0.87606 -4.88412 0.56
H -2.82175 2.26849 -4.50765 0.47
H 1.02037 1.45454 -2.39442 0.03
H 2.05832 1.14854 -3.97718 0.47
H 2.44352 0.44526 -2.32745 0.04
H 2.58644 -1.21766 -4.18675 0.44
H 1.48670 -3.35519 -5.06529 0.60
H -0.89170 -3.75465 -4.72152 0.40
H -2.69061 -3.39361 -3.15190 0.48
H -3.25695 -2.18392 -4.20882 0.41
H -2.93467 -1.81842 -2.37967 0.14
I 0.48050 -1.71291 5.16403 0.04
C 0.28490 0.32291 4.72277 -0.41
C -0.11171 1.18769 5.74074 -0.43
C -0.15914 2.53445 5.54789 -0.52
I -0.24563 3.77189 7.21940 0.10
C -0.02982 3.08530 4.22626 1.13
C -0.37597 4.37988 3.92119 -0.56
C -0.38198 4.82265 2.57852 -0.84
C -0.15265 3.86433 1.61962 -0.39
N 0.11296 2.59502 1.86355 -0.14
C 0.25891 2.16823 3.19101 0.48
C 0.54305 0.76669 3.40383 0.08
O 0.87542 0.02567 2.39999 -0.74
H -0.38825 0.81481 6.69073 0.44
H -0.62518 5.06683 4.70454 0.22
H -0.59479 5.87547 2.46337 0.46
H -0.05278 4.16057 0.51383 0.28
```

Summary:
Total charge: +1
E (Eh): -3617.85841
Energy relative to the best compared isomer or geometry (same formula, charge and spin) (kJ/mol): 0.0
LUMO energy (eV): -2.54

---

No. 2
# C44H48Cl53O4P

A cluster of 14 separate species, C44H48Cl53O4P in total at a distorted geometry (wB97M-V/def2-TZVPD, the OMol25 dataset).

The geometry in XYZ format:
```
150
Properties=species:S:1:pos:R:3:mulliken_charge:R:1
C 3.00682 -0.58180 2.39553 -1.14
C 3.40175 0.60369 1.45446 0.47
C 2.73562 0.53287 0.05486 -0.18
C 1.90038 1.79133 -0.31332 -1.24
C 0.37860 1.55634 -0.15441 0.14
C -0.39843 2.76692 0.42782 -1.08
C -1.67288 2.31884 1.19222 1.76
C -2.92140 2.38688 0.30311 -0.80
C -4.27313 2.56825 1.02394 -1.30
C -4.93910 1.25563 1.52483 -0.39
C -3.98483 0.16223 2.01711 0.36
C -3.76701 -1.01362 1.29985 0.66
C -4.52185 -1.17362 -0.03414 -0.16
C -3.73236 -0.62185 -1.25477 -0.54
C -4.52735 0.30456 -2.21615 -1.24
O -5.58009 1.03560 -1.62113 -0.30
C -6.86898 0.50554 -1.89382 -0.57
C -2.89764 -2.00344 1.79768 0.20
C -2.58059 -3.31164 1.07618 -0.54
Cl -1.83570 -3.01182 -0.55636 -0.08
C -3.75960 -4.29842 1.03039 -0.38
C -3.20665 -5.76458 0.94647 -1.08
C -2.30465 -1.77121 3.01021 1.15
C -2.50356 -0.60006 3.73133 0.76
C -3.35035 0.37768 3.26964 0.05
P -3.72216 1.93818 4.19001 0.50
C -5.07944 1.71635 5.44312 -0.36
C -4.65500 1.51959 6.90903 -1.38
C -2.21821 2.73747 4.90994 -0.58
C -2.29325 4.29032 4.75292 -1.23
C -1.75384 -0.43839 5.05251 -0.20
O -2.22388 0.10233 6.03332 -0.48
C -0.38405 -1.04903 5.05829 -0.91
C -0.20334 -2.16625 4.36964 0.12
O 0.98994 -2.78863 4.28018 -0.52
C -1.39173 -2.78193 3.65444 -0.47
O -1.57545 -3.98608 3.66304 -0.51
H 2.24376 -1.17669 1.88370 0.23
H 2.68476 -0.23907 3.38136 0.20
H 3.85649 -1.25538 2.56212 0.35
H 4.48566 0.55550 1.33108 -0.59
H 3.19046 1.54255 1.97691 0.51
H 2.18574 -0.40328 -0.09153 0.66
H 3.56897 0.50967 -0.66257 -0.28
H 2.12625 2.02192 -1.36005 0.42
H 2.25523 2.60935 0.32286 0.46
H 0.00613 1.40921 -1.18021 -0.24
H 0.16639 0.62408 0.38273 0.32
H -0.67422 3.43083 -0.39991 0.26
H 0.29903 3.30491 1.08315 0.56
H -1.75270 2.90493 2.11148 -0.93
H -1.50328 1.25998 1.42544 -0.42
H -2.99509 1.51563 -0.34886 -0.59
H -2.80855 3.25416 -0.36552 0.86
H -4.12979 3.29850 1.82464 0.43
H -4.97203 3.04494 0.32326 0.66
H -5.57488 1.52717 2.37922 -0.40
H -5.61514 0.92499 0.73951 -0.03
H -4.63710 -2.25217 -0.16769 -0.13
H -5.53223 -0.78168 0.07002 -0.40
H -3.44842 -1.48723 -1.84865 1.24
H -2.78278 -0.18115 -0.94528 0.57
H -3.80514 1.00164 -2.66542 0.17
H -4.87951 -0.31138 -3.05638 0.46
H -7.42456 0.52619 -0.94850 0.08
H -7.40839 1.09270 -2.64756 0.28
H -6.83927 -0.53971 -2.22695 0.33
H -1.78989 -3.81204 1.62489 0.49
H -4.39458 -4.18230 0.15177 0.22
H -4.32451 -4.21572 1.96278 0.46
H -3.43980 -6.15884 -0.04771 0.22
H -2.11915 -5.81135 1.03822 0.27
H -3.72817 -6.40784 1.65809 0.30
H -5.68341 2.63011 5.38761 0.41
H -5.73154 0.91557 5.08372 0.27
H -4.37895 0.48305 7.11124 0.24
H -3.85889 2.19778 7.22258 0.30
H -5.51943 1.71843 7.56089 0.44
H -1.31692 2.36781 4.40848 0.39
H -2.10649 2.49328 5.97202 0.84
H -2.15782 4.78474 5.71674 0.35
H -3.29353 4.54898 4.38365 0.33
H -1.57579 4.61572 3.99612 0.26
H 0.46363 -0.59647 5.56742 0.55
H 0.98149 -3.41043 3.54088 0.39
C -2.39364 -7.95738 -3.27450 0.28
Cl -2.06295 -6.40722 -2.49423 0.02
Cl -3.33726 -7.68854 -4.74547 -0.10
Cl -0.86764 -8.74725 -3.68911 -0.10
Cl -3.30959 -8.98847 -2.16684 -0.11
C 7.29281 1.38293 0.08835 0.26
Cl 7.06844 -0.30255 0.57095 -0.10
Cl 6.88346 2.44537 1.43855 -0.09
Cl 8.97391 1.64760 -0.38605 -0.03
Cl 6.24216 1.74589 -1.28501 -0.06
C -1.19287 0.11101 -4.80859 0.05
Cl -1.53059 -1.00713 -3.48153 0.03
Cl -2.55184 0.10701 -5.94031 -0.11
Cl -0.97512 1.74051 -4.15476 -0.12
Cl 0.28037 -0.38742 -5.65112 0.09
C 9.48686 2.52278 4.66921 0.31
Cl 9.88106 2.49882 2.94852 -0.02
Cl 10.95468 2.81240 5.61159 -0.11
Cl 8.31852 3.81351 4.98523 -0.10
Cl 8.78475 0.96782 5.13237 -0.10
C -9.25890 1.71761 5.03172 0.29
Cl -8.03470 1.48449 3.77729 -0.03
Cl -9.31595 3.42691 5.47969 -0.11
Cl -10.82728 1.20933 4.40200 -0.09
Cl -8.84904 0.74876 6.45299 -0.10
C 5.90510 -2.06909 -3.46159 0.17
Cl 4.88919 -1.77966 -2.04378 -0.01
Cl 4.88111 -2.26163 -4.88542 -0.03
Cl 6.97198 -0.67788 -3.71672 -0.04
Cl 6.87182 -3.52646 -3.20870 -0.10
C 10.96287 4.27327 -2.55394 0.23
Cl 9.39089 3.90087 -3.29572 -0.04
Cl 11.84176 5.42334 -3.56529 -0.07
Cl 10.70430 4.97845 -0.95398 -0.08
Cl 11.91040 2.78404 -2.39730 -0.09
C 3.17255 0.10864 -8.11709 0.17
Cl 3.59183 0.11115 -9.83362 -0.06
Cl 4.64679 0.25314 -7.15620 0.06
Cl 2.09824 1.47096 -7.76794 -0.09
Cl 2.34646 -1.40334 -7.70558 -0.06
C 11.71097 4.79625 -7.53047 0.29
Cl 10.62840 5.42075 -8.78087 -0.09
Cl 12.75880 3.55310 -8.22552 -0.11
Cl 12.70626 6.11966 -6.90377 -0.12
Cl 10.75722 4.09856 -6.21736 0.03
C 0.00694 -6.20617 6.06853 0.33
Cl 1.20936 -6.47415 4.79440 -0.13
Cl -0.00099 -4.49839 6.51345 -0.06
Cl -1.58884 -6.68076 5.47951 -0.10
Cl 0.42415 -7.18375 7.48288 -0.11
C 5.09541 -3.88670 -10.35901 0.29
Cl 4.03219 -3.33194 -11.65966 -0.11
Cl 5.28176 -2.59915 -9.16569 0.01
Cl 4.38551 -5.30947 -9.58514 -0.10
Cl 6.67662 -4.30672 -11.02891 -0.10
C -10.21508 -1.15907 1.02110 0.27
Cl -8.45205 -1.27809 0.91721 -0.05
Cl -10.76311 -1.93270 2.51242 -0.08
Cl -10.69605 0.54326 1.02539 -0.08
Cl -10.94390 -1.97502 -0.36756 -0.11
C 6.70769 3.76528 -7.17981 0.21
Cl 7.68139 3.30736 -8.58092 -0.09
Cl 7.01138 5.45880 -6.77610 -0.09
Cl 4.99585 3.53455 -7.55172 -0.05
Cl 7.14664 2.74208 -5.80013 0.05
```

Summary:
E (Eh): -26737.62182
LUMO energy (eV): -0.69